ORCA calculation (ωB97M-V/def2-TZVPD) on a cluster of 9 separate species, C46H87N10O10PS in total in a non-equilibrium geometry.

Positions of all 155 atoms, in Å:
C  1.389928  -0.731656  -2.196091
C  2.876394  -0.919174  -1.876740
C  3.553692  -1.986826  -2.740495
C  3.451639  -3.424765  -2.201263
C  3.931903  -3.607928  -0.744151
C  2.851677  -4.214733  0.186715
C  2.904811  -3.609497  1.599539
C  1.566513  -3.157535  2.198968
C  0.689805  -2.309973  1.243456
C  0.042138  -1.095286  1.915548
C  0.878005  0.163894  1.906841
C  0.256104  1.412972  1.934346
C  0.997401  2.579184  1.943031
C  2.377171  2.522649  1.897748
C  3.008412  1.291766  1.857054
C  2.263503  0.120636  1.867915
S  4.766311  1.192869  1.751717
C  5.179195  2.652220  2.649384
C  6.361325  2.689556  3.377801
C  6.714009  3.834881  4.073994
C  5.883407  4.944672  4.042933
C  4.698016  4.904470  3.326988
C  4.343806  3.763693  2.622021
N  3.105419  3.767283  1.888742
P  3.207806  4.547465  0.392141
N  2.587975  5.968631  0.312919
O  4.755650  4.469192  -0.004906
O  2.532062  3.549759  -0.669032
H  0.782533  -1.561311  -1.822835
H  1.014457  0.204623  -1.778390
H  1.240874  -0.684208  -3.279224
H  3.368330  0.045600  -2.041543
H  3.002904  -1.125428  -0.811447
H  3.065855  -1.980555  -3.722195
H  4.608391  -1.757630  -2.919772
H  4.069164  -4.054627  -2.848448
H  2.424258  -3.781924  -2.321878
H  4.781108  -4.294502  -0.761629
H  4.279364  -2.654971  -0.345568
H  2.986574  -5.295900  0.231009
H  1.898491  -4.035165  -0.313157
H  3.588482  -2.757819  1.620117
H  3.332904  -4.353026  2.279377
H  1.803672  -2.554605  3.082833
H  0.996054  -4.016189  2.562061
H  -0.110555  -2.970465  0.902857
H  1.302637  -2.015145  0.390893
H  -0.937016  -0.872980  1.483759
H  -0.155031  -1.361169  2.961869
H  -0.826172  1.468934  1.950078
H  0.508230  3.545162  1.967452
H  2.778976  -0.830196  1.848051
H  7.000350  1.816321  3.406113
H  7.631547  3.857001  4.649408
H  6.137450  5.841807  4.592113
H  4.035696  5.760223  3.303589
H  2.155855  6.234949  1.188922
H  4.859778  4.247106  -0.937656
H  1.981974  4.119683  -1.227538
C  4.232198  -7.612309  -1.679629
O  4.697605  -6.986594  -0.745005
N  3.268647  -8.543054  -1.565859
C  2.746027  -9.263823  -2.709271
C  2.729472  -8.827943  -0.247007
H  4.564122  -7.456017  -2.720175
H  1.675194  -9.085757  -2.819706
H  2.902776  -10.337792  -2.593903
H  3.253167  -8.928158  -3.612095
H  2.288200  -7.929106  0.184912
H  3.522350  -9.171300  0.419271
H  1.966808  -9.598241  -0.340451
C  -1.275965  5.090072  0.787604
O  -1.260223  4.899017  1.993597
N  -2.022363  6.018107  0.175558
C  -1.999605  6.205919  -1.258673
C  -2.884854  6.861924  0.990419
H  -0.654780  4.497179  0.092886
H  -1.673292  7.217705  -1.507670
H  -2.992255  6.043024  -1.682459
H  -1.307378  5.496386  -1.708435
H  -2.283304  7.409850  1.716345
H  -3.590394  6.235113  1.528961
H  -3.425951  7.559153  0.364296
C  -5.770004  5.667084  2.957904
O  -6.270681  4.994309  2.077137
N  -6.466375  6.435721  3.817059
C  -5.818447  7.222162  4.844153
C  -7.912487  6.466110  3.698783
H  -4.683780  5.690294  3.131943
H  -6.150347  6.905262  5.835585
H  -6.057612  8.278063  4.715113
H  -4.739960  7.093049  4.778430
H  -8.327462  5.465836  3.829798
H  -8.206155  6.825653  2.711780
H  -8.318854  7.127719  4.460121
C  4.023192  -3.384073  -7.124142
O  3.838274  -4.435354  -6.543732
N  5.179389  -2.693575  -7.101027
C  5.345968  -1.440823  -7.805712
C  6.287883  -3.235174  -6.332658
H  3.235503  -2.896677  -7.724497
H  6.147410  -1.515594  -8.543676
H  5.588194  -0.635370  -7.109321
H  4.421583  -1.187916  -8.321184
H  6.565898  -4.220601  -6.706949
H  6.008202  -3.341690  -5.284068
H  7.138629  -2.563152  -6.413945
C  -0.612900  -4.848040  -1.850813
O  -0.617119  -5.124744  -0.667609
N  -1.401045  -3.917929  -2.422946
C  -1.339401  -3.623375  -3.839084
C  -2.332032  -3.186835  -1.580108
H  0.064792  -5.341934  -2.568996
H  -1.065882  -2.578778  -4.002687
H  -2.304454  -3.810359  -4.314874
H  -0.589344  -4.255852  -4.310047
H  -1.795309  -2.647964  -0.798128
H  -3.029477  -3.872254  -1.097661
H  -2.884516  -2.477898  -2.191788
C  -8.406897  3.045844  -1.985332
O  -7.418985  3.682370  -2.293037
N  -9.060096  3.154778  -0.813121
C  -10.237154  2.368412  -0.520043
C  -8.564288  4.093229  0.187379
H  -8.866381  2.305424  -2.664700
H  -11.097278  3.014629  -0.329390
H  -10.074191  1.741265  0.359401
H  -10.468232  1.724810  -1.367021
H  -8.564649  5.105206  -0.218949
H  -7.546728  3.851993  0.478204
H  -9.208259  4.052150  1.062623
C  1.108660  -12.567966  -0.121768
O  0.486927  -11.930099  -0.949601
N  0.598990  -13.019874  1.038546
C  1.392336  -13.767011  1.991607
C  -0.796827  -12.740308  1.333627
H  2.172963  -12.827626  -0.257952
H  0.966522  -14.759057  2.154625
H  1.436581  -13.245209  2.949501
H  2.405336  -13.881626  1.611350
H  -1.441627  -13.168954  0.566373
H  -0.973587  -11.664941  1.357023
H  -1.048339  -13.169774  2.300067
C  -4.272962  10.486422  1.480458
O  -4.518448  9.296092  1.423291
N  -3.964946  11.141112  2.614864
C  -3.689339  12.562895  2.637859
C  -3.913557  10.382504  3.853441
H  -4.283104  11.136553  0.590131
H  -2.680073  12.754247  3.007145
H  -4.400935  13.082982  3.282118
H  -3.773150  12.965951  1.630804
H  -3.162775  9.594391  3.785272
H  -4.878215  9.915828  4.040574
H  -3.665986  11.052684  4.672619

Atomic forces in eV per Å
0.080 -0.124 -0.071
-0.032 0.394 -0.248
-0.229 -0.350 0.049
0.346 0.083 -0.052
-0.179 -0.654 -0.299
0.351 0.603 -0.307
-0.302 -0.479 0.246
0.116 0.326 -0.003
-0.096 -0.477 0.493
0.185 -0.055 0.193
-0.245 0.061 -0.174
-0.006 -0.140 -0.015
-0.141 0.035 0.022
-0.191 0.179 0.241
0.192 0.033 0.012
-0.033 -0.025 0.052
0.051 0.012 -0.109
-0.051 -0.107 -0.029
0.021 0.068 0.099
0.057 0.026 -0.033
-0.050 0.091 0.037
0.008 -0.029 0.026
-0.170 0.205 0.347
0.758 -0.672 -0.723
-0.534 0.917 0.390
0.301 -0.520 0.131
-0.030 -0.074 -0.180
0.156 0.122 -0.294
-0.016 0.045 0.024
-0.064 -0.119 0.144
0.017 0.026 0.016
0.030 -0.067 -0.003
0.009 -0.029 -0.013
0.167 0.081 -0.074
-0.016 0.122 0.184
-0.184 -0.031 -0.097
-0.028 0.004 0.111
0.112 0.183 0.132
0.035 0.024 0.032
-0.062 0.021 -0.033
-0.213 -0.021 0.375
0.056 0.011 -0.125
0.110 0.142 0.025
-0.056 -0.086 0.065
-0.001 0.006 -0.091
0.125 0.104 -0.357
-0.215 0.132 -0.130
0.082 0.028 -0.103
-0.087 0.025 -0.033
-0.001 0.032 0.019
-0.064 -0.020 0.126
0.039 0.017 0.000
-0.032 -0.030 -0.009
-0.026 -0.013 -0.043
0.059 -0.021 -0.006
-0.021 -0.019 -0.004
-0.113 0.134 -0.118
0.131 -0.060 0.066
-0.157 -0.203 0.079
-0.001 0.085 -0.050
0.048 -0.002 0.027
-0.066 -0.099 -0.052
0.000 0.041 0.085
0.021 0.028 -0.022
0.007 -0.019 0.000
-0.008 -0.024 -0.022
-0.022 -0.009 -0.023
0.008 0.012 -0.005
-0.013 -0.013 0.026
-0.017 0.006 0.027
-0.015 0.002 -0.006
0.069 -0.042 0.017
-0.028 0.040 -0.018
-0.025 0.062 -0.063
-0.061 0.025 0.068
0.256 -0.249 -0.055
-0.004 0.008 0.000
0.017 -0.011 -0.028
0.009 -0.006 -0.024
0.012 -0.005 0.001
-0.061 0.054 0.014
-0.056 0.076 -0.026
-0.009 0.002 -0.051
0.088 -0.106 -0.010
-0.052 0.055 0.064
-0.003 0.015 0.066
-0.175 -0.122 -0.050
0.054 -0.019 -0.070
-0.003 0.024 0.086
0.041 0.034 0.029
0.021 0.027 0.049
0.011 0.006 -0.026
-0.019 0.006 0.006
-0.020 0.008 0.006
0.003 0.008 0.011
-0.139 -0.021 0.042
0.018 -0.028 0.009
0.075 0.054 -0.026
0.054 -0.077 0.078
-0.078 -0.020 0.008
0.035 0.022 -0.022
-0.011 0.027 -0.021
-0.012 0.027 -0.020
-0.013 0.001 -0.005
0.018 -0.002 0.009
0.017 -0.001 0.009
0.004 0.014 -0.006
0.192 -0.059 -0.036
-0.089 0.006 0.085
-0.046 0.062 -0.055
-0.040 0.048 0.099
0.067 -0.048 0.023
-0.025 0.003 -0.011
0.017 -0.003 -0.030
0.013 -0.005 -0.031
0.015 -0.005 -0.001
-0.016 0.021 -0.001
-0.012 0.013 0.008
0.000 0.007 -0.015
0.014 -0.011 -0.075
0.009 0.019 0.006
-0.110 -0.010 0.111
0.080 0.076 0.042
0.016 -0.068 -0.238
-0.003 -0.005 0.012
-0.025 -0.025 -0.006
-0.029 -0.022 -0.006
-0.002 -0.007 -0.009
0.023 0.025 0.051
0.025 0.020 0.030
-0.008 -0.016 0.007
0.145 0.041 -0.074
-0.022 0.036 0.009
-0.042 -0.042 0.069
-0.109 0.041 -0.022
0.043 0.028 -0.058
-0.005 -0.023 0.026
0.030 -0.016 0.011
0.030 -0.013 0.011
0.011 0.001 -0.007
-0.017 0.001 0.009
-0.017 0.001 0.009
0.007 -0.008 0.011
-0.043 -0.037 -0.065
-0.078 0.098 0.065
0.058 0.121 0.072
0.006 -0.108 0.068
0.019 0.040 -0.162
-0.003 0.007 0.007
0.005 0.032 -0.015
0.002 0.032 -0.016
-0.002 0.001 -0.014
-0.005 -0.012 0.042
-0.008 -0.010 0.057
0.007 0.010 0.006

The HOMO-LUMO gap is 8.13 eV. The calculation puts the total energy at -3844.5655 Eh. Its charge is 0. As for the HOMO energy: -0.2785 hartree. Its SMILES is CCCCCCCCCCc1ccc2c(c1)Sc1ccccc1N2P(=N)(O)O.CN(C)C=O.CN(C)C=O.CN(C)C=O.CN(C)C=O.CN(C)C=O.CN(C)C=O.CN(C)C=O.CN(C)C=O.

Mulliken population analysis, charges in e, atoms 1 to 99: -1.217 1.002 -1.030 -0.225 -1.194 1.131 -1.183 -1.270 1.277 -1.795 0.835 -1.283 -1.076 -0.945 0.645 0.350 -0.319 1.014 -0.638 -0.530 -0.705 -0.299 -0.643 0.551 0.926 -0.845 -0.510 -0.452 0.075 0.299 0.480 0.358 -0.665 0.277 0.300 0.297 -0.009 0.568 0.623 -0.064 -0.598 0.479 0.405 0.419 0.470 0.435 -0.970 0.387 0.408 0.474 1.221 0.343 0.413 0.392 0.384 0.405 0.250 0.260 0.297 0.177 -0.609 0.138 -0.831 -0.832 0.256 0.314 0.298 0.277 0.232 0.319 0.258 0.326 -0.715 0.257 -0.924 -1.054 0.070 0.322 0.335 0.308 0.297 0.269 0.468 0.021 -0.616 0.129 -0.962 -0.944 0.418 0.375 0.310 0.330 0.271 0.296 0.391 0.110 -0.593 0.142 -0.928